[1]
The following is a DFT calculation (ωB97M-V/def2-TZVPD) of a molecular structure, C32H42F5N3OSiSn.

The gap between HOMO and LUMO comes out at 0.163 Ha. Its charge is -2. The HOMO energy is -0.2 eV. Its largest force on an atom is 0.9 eV Å⁻¹. The value obtained for the total energy is -2487.0992 Eh.

Atoms and positions in Å:
Sn (0.03, 0.51, 0.00)
Si (-1.39, -1.07, 2.96)
F (-2.16, -9.04, -1.78)
F (-0.47, -8.92, -3.12)
F (2.82, 0.43, -3.43)
F (4.33, -0.12, -1.83)
F (-2.39, -8.16, -3.74)
O (1.02, 2.57, 1.88)
N (-0.15, 3.25, -1.89)
N (-1.05, 0.41, -2.87)
N (-0.22, 0.09, 2.44)
C (0.05, -1.93, -0.27)
C (1.87, 2.69, 4.10)
C (4.25, 2.89, 0.20)
C (1.22, 3.51, -2.27)
C (3.37, 5.08, 0.64)
C (-1.20, -6.90, -2.11)
C (2.26, 4.51, 1.25)
C (-0.38, -6.05, -2.85)
C (-2.60, -0.30, 4.21)
C (-0.26, -3.05, -0.65)
C (1.96, 2.24, 5.41)
C (2.16, 3.13, 1.32)
C (-2.00, 1.48, 0.39)
C (-2.48, 0.20, -2.82)
C (3.10, 0.66, -1.98)
C (-1.55, -8.24, -2.67)
C (1.16, 2.00, 3.14)
C (0.47, 0.78, 3.40)
C (-2.53, -1.80, 1.65)
C (-1.39, -5.23, -0.41)
C (-0.07, -4.80, -2.37)
C (4.37, 4.28, 0.12)
C (-0.69, 4.35, -1.14)
C (-0.38, -0.77, -3.41)
C (-0.65, -2.65, 3.72)
C (0.58, 0.38, 4.76)
C (-0.99, 2.92, -3.02)
C (-1.71, -6.48, -0.89)
C (1.29, 1.07, 5.72)
C (3.15, 2.31, 0.80)
C (-0.68, 1.58, -3.66)
C (-0.57, -4.36, -1.13)
H (0.70, -0.63, -3.35)
H (-3.19, 0.46, 3.68)
H (-2.99, 1.07, -2.40)
H (-2.69, -0.65, -2.18)
H (-2.03, 2.95, -2.68)
H (3.56, 1.68, -2.07)
H (1.82, 3.71, -1.38)
H (0.01, -6.38, -3.80)
H (0.02, -3.09, 2.97)
H (-2.12, 0.18, 5.06)
H (-1.65, 2.26, 1.08)
H (5.00, 2.25, -0.26)
H (-2.35, -7.14, -0.31)
H (0.57, -4.13, -2.93)
H (0.10, -0.54, 5.05)
H (-0.07, 4.54, -0.26)
H (-0.91, 3.70, -3.81)
H (-0.73, 5.29, -1.73)
H (1.29, 4.38, -2.95)
H (2.36, 3.62, 3.81)
H (0.38, 1.50, -3.87)
H (1.67, 2.64, -2.76)
H (3.44, 6.16, 0.57)
H (-2.93, -1.07, 0.95)
H (1.46, 5.11, 1.66)
H (-3.29, -1.06, 4.58)
H (-0.67, -0.94, -4.46)
H (-1.20, 1.55, -4.64)
H (5.22, 4.72, -0.38)
H (1.33, 0.66, 6.73)
H (-2.90, 0.00, -3.83)
H (-0.09, -2.52, 4.64)
H (-2.44, 1.94, -0.50)
H (-1.70, 4.11, -0.79)
H (-2.78, 0.90, 0.90)
H (2.53, 2.79, 6.15)
H (-3.36, -2.26, 2.19)
H (3.03, 1.23, 0.82)
H (-0.65, -1.64, -2.82)
H (-2.02, -2.56, 1.06)
H (-1.45, -3.37, 3.91)
H (-1.79, -4.89, 0.55)

---

[2]
The following is a DFT calculation (ωB97M-V/def2-TZVPD) of a molecular structure, C32H42HgN4O.

The gap between HOMO and LUMO (spin up / spin down) comes out at 0.115 / 0.099 Ha. Its charge is -2. The HOMO energy (spin up / spin down) is 1.2 / 1.7 eV. Its largest force on an atom is 4.1 eV Å⁻¹. The value obtained for the total energy is -1691.8121 Eh.

Atoms and positions in Å:
Hg (0.74, -0.36, -0.35)
O (-0.91, -0.25, 2.79)
N (-2.96, -0.22, 4.39)
N (0.89, 1.08, 1.64)
N (1.67, 1.78, -2.23)
N (0.55, 2.76, -0.64)
C (-1.94, 0.03, -1.21)
C (-1.51, -1.61, 0.41)
C (-2.84, 0.57, 1.11)
C (3.57, 0.25, -2.22)
C (-0.41, 2.60, 2.98)
C (4.85, -2.28, -4.77)
C (1.11, 1.10, -5.02)
C (-0.86, -2.00, -0.83)
C (0.55, 0.07, 2.65)
C (4.34, -0.74, -2.84)
C (-1.00, -1.60, 4.82)
C (-0.20, 2.94, 0.51)
C (-2.31, 1.33, -1.81)
C (1.69, 3.16, -2.51)
C (2.18, 0.41, -4.23)
C (-3.37, -0.66, 5.78)
C (-0.09, 1.84, 4.12)
C (-0.17, -3.30, -1.09)
C (0.58, 0.63, 3.98)
C (4.00, 0.83, -0.91)
C (4.03, -1.19, -4.14)
C (0.94, 1.53, -1.10)
C (0.97, 3.77, -1.56)
C (0.09, 2.18, 1.68)
C (-4.21, -0.19, 3.56)
C (2.97, -0.59, -4.82)
C (-2.14, -0.32, 0.17)
C (-1.18, -1.01, -1.84)
C (-1.45, -2.48, 1.60)
C (-1.69, -0.58, 3.99)
C (2.47, 0.79, -2.90)
C (-0.81, -1.11, -3.27)
H (-2.30, 2.18, -1.12)
H (-0.71, -1.17, 5.82)
H (0.33, 1.54, -4.40)
H (4.57, -3.27, -4.36)
H (-1.49, -1.82, -3.77)
H (-3.86, 0.20, 1.20)
H (-5.08, -0.35, 4.21)
H (-2.36, -3.08, 1.70)
H (0.65, 0.39, -5.72)
H (2.75, -0.89, -5.85)
H (0.59, -3.22, -1.88)
H (-0.57, 3.98, 0.66)
H (0.22, -1.47, -3.44)
H (-2.80, 1.64, 0.88)
H (-0.40, 2.16, 5.13)
H (0.78, 4.83, -1.34)
H (-0.91, -0.15, -3.79)
H (-0.90, -4.07, -1.42)
H (-2.56, -0.37, 6.47)
H (2.28, 3.55, -3.36)
H (4.73, 0.16, -0.43)
H (5.92, -2.14, -4.58)
H (4.69, -2.31, -5.85)
H (-3.51, -1.76, 5.78)
H (1.54, 1.91, -5.64)
H (1.15, -0.80, 2.41)
H (-0.50, -3.02, 1.72)
H (-0.88, 3.61, 3.08)
H (-1.69, 1.63, -2.67)
H (-2.42, 0.53, 2.12)
H (5.20, -1.16, -2.32)
H (4.49, 1.81, -1.03)
H (0.83, -0.04, 4.81)
H (3.16, 0.95, -0.21)
H (-1.67, -2.48, 4.94)
H (-0.07, -1.89, 4.28)
H (-4.32, -0.15, 6.02)
H (-1.49, -1.95, 2.55)
H (0.35, -3.69, -0.20)
H (-4.21, -0.98, 2.78)
H (-4.34, 0.82, 3.11)
H (-3.35, 1.24, -2.19)

---

[3]
The following is a DFT calculation (ωB97M-V/def2-TZVPD) of a molecular structure, C32H42N10O2PS2Sc.

The gap between HOMO and LUMO comes out at 0.270 Ha. Its charge is +2. The HOMO energy is -13.0 eV. Its largest force on an atom is 0.2 eV Å⁻¹. The value obtained for the total energy is -3841.0061 Eh.

Atoms and positions in Å:
Sc (1.04, -1.53, 0.01)
S (4.27, -4.69, 1.66)
S (-1.07, -5.48, -1.79)
P (-1.44, 0.68, -0.89)
O (-0.35, -0.41, -0.95)
O (0.57, -0.92, 1.86)
N (-2.55, 0.30, -2.03)
N (-2.18, 0.67, 0.56)
N (2.56, -1.17, -1.66)
N (0.15, -3.48, -0.73)
N (-0.80, 2.14, -1.19)
N (3.98, -2.07, 2.17)
N (2.40, -3.16, 0.80)
N (2.40, 0.12, 0.58)
N (-1.88, -2.92, -1.79)
N (2.19, 0.71, 1.81)
C (-2.13, 0.13, -3.45)
C (3.48, -3.15, 1.55)
C (-3.34, -0.11, 2.47)
C (-4.36, 0.98, -3.41)
C (2.62, -1.88, -2.79)
C (-3.98, 0.70, -1.96)
C (-3.53, 1.40, 2.32)
C (3.44, -0.16, -1.48)
C (3.54, -1.62, -3.79)
C (-0.63, 0.25, 5.68)
C (4.20, 1.74, 0.11)
C (0.93, -4.62, -0.48)
C (2.15, -4.44, 0.30)
C (3.06, -5.37, 0.64)
C (3.32, 0.58, -0.20)
C (-2.33, 1.81, 1.48)
C (0.70, 0.59, 3.70)
C (0.14, 4.15, -0.40)
C (1.17, 0.10, 2.40)
C (-0.66, 4.44, -1.66)
C (4.44, -0.58, -3.61)
C (-0.94, -3.80, -1.41)
C (4.38, 0.16, -2.43)
C (1.09, 1.84, 4.18)
C (-3.45, 0.02, -4.19)
C (0.62, 2.29, 5.40)
C (0.40, 2.65, -0.50)
C (-1.59, 3.24, -1.78)
C (-2.81, -0.55, 1.11)
C (-0.16, -0.20, 4.45)
C (-0.24, 1.49, 6.15)
C (0.43, -5.76, -0.97)
H (-4.57, -0.13, -1.55)
H (3.55, -2.22, -4.68)
H (-0.60, 1.84, 7.11)
H (5.08, 0.97, -2.27)
H (3.41, -1.24, 2.28)
H (-4.26, -0.63, 2.74)
H (-2.49, 2.74, 0.93)
H (-3.62, -0.89, 0.45)
H (-2.08, -1.36, 1.20)
H (-4.12, 2.01, -3.66)
H (3.95, 2.16, 1.08)
H (-1.21, 5.38, -1.62)
H (1.90, -2.68, -2.89)
H (5.18, -0.35, -4.36)
H (-4.46, 1.62, 1.78)
H (-2.70, -3.24, -2.28)
H (-0.47, 4.36, 0.49)
H (-1.86, 3.02, -2.82)
H (1.06, 4.73, -0.32)
H (-0.45, -1.18, 4.08)
H (-1.56, 1.00, -3.79)
H (0.54, 2.18, 0.47)
H (-2.51, 3.41, -1.22)
H (1.76, 2.45, 3.59)
H (-1.50, -0.75, -3.56)
H (-2.60, -0.31, 3.24)
H (-3.36, 0.29, -5.24)
H (3.08, -6.42, 0.39)
H (4.72, -2.19, 2.85)
H (1.29, 2.45, -1.11)
H (0.92, 3.26, 5.77)
H (-4.12, 1.56, -1.31)
H (-3.84, -1.00, -4.13)
H (-1.77, -1.94, -1.60)
H (-5.42, 0.82, -3.59)
H (-1.28, -0.38, 6.27)
H (-3.56, 1.93, 3.27)
H (0.83, -6.76, -0.89)
H (-1.44, 1.92, 2.10)
H (5.25, 1.42, 0.12)
H (4.10, 2.51, -0.66)
H (0.01, 4.49, -2.53)

---

[4]
The following is a DFT calculation (ωB97M-V/def2-TZVPD) of a molecular structure, C32H43AgN5O3SSeSi.

The gap between HOMO and LUMO comes out at 0.221 Ha. Its charge is -1. The HOMO energy is -3.8 eV. Its largest force on an atom is 0.8 eV Å⁻¹. The value obtained for the total energy is -4981.0555 Eh.

Atoms and positions in Å:
Ag (1.55, -0.48, -0.51)
Se (3.92, -0.80, -1.56)
S (-0.94, -0.71, -0.57)
Si (-1.86, 1.11, -0.51)
O (-2.40, 1.60, 1.00)
O (-0.90, 2.29, -1.15)
O (-3.27, 1.27, -1.38)
N (2.84, 1.68, 0.71)
N (0.12, -4.80, 0.93)
N (1.43, -2.86, 0.71)
N (2.26, -1.90, 2.70)
N (2.41, -0.75, 1.93)
C (2.61, -1.99, -5.36)
C (4.11, -3.68, -4.59)
C (3.83, 1.11, 1.39)
C (3.09, 2.84, 0.12)
C (3.27, -3.20, -5.58)
C (0.03, -6.12, 2.96)
C (-2.47, 2.59, 3.13)
C (0.48, -5.01, 2.25)
C (-4.51, -0.56, -0.32)
C (-0.26, 1.96, 2.12)
C (1.31, -4.07, 2.85)
C (1.70, -2.87, 2.07)
C (1.26, -5.37, 4.88)
C (5.09, 1.67, 1.53)
C (-1.73, 1.57, 2.26)
C (2.80, -1.29, -4.18)
C (3.65, -1.77, -3.18)
C (-4.55, 0.68, -1.20)
C (-1.85, 0.17, 2.86)
C (-5.45, 1.74, -0.58)
C (-1.71, 3.39, -3.13)
C (5.34, 2.89, 0.90)
C (-5.04, 0.32, -2.60)
C (0.42, -6.30, 4.27)
C (4.32, 3.48, 0.18)
C (3.55, -0.19, 2.06)
C (-1.22, 3.57, -1.70)
C (4.29, -2.98, -3.41)
C (1.70, -4.27, 4.18)
C (0.66, -3.76, 0.23)
C (-2.27, 4.29, -0.85)
C (0.08, 4.36, -1.70)
H (-5.49, 2.63, -1.22)
H (1.57, -5.51, 5.91)
H (-2.63, 2.80, -3.15)
H (-2.41, 3.58, 2.67)
H (0.43, 4.50, -0.68)
H (-6.47, 1.37, -0.44)
H (0.31, 1.22, 1.56)
H (4.63, -4.62, -4.74)
H (-2.02, 2.64, 4.12)
H (-1.35, -0.56, 2.23)
H (-2.91, -0.10, 2.95)
H (-0.62, -6.84, 2.47)
H (5.86, 1.16, 2.09)
H (-0.96, 2.87, -3.73)
H (2.26, 3.26, -0.44)
H (-5.03, 1.20, -3.24)
H (4.34, -0.62, 2.66)
H (2.34, -3.53, 4.63)
H (-6.06, -0.09, -2.57)
H (-2.47, 5.28, -1.27)
H (4.95, -3.38, -2.65)
H (-3.19, 3.72, -0.83)
H (-3.52, 2.31, 3.23)
H (-5.05, 2.04, 0.39)
H (0.40, -3.71, -0.82)
H (-1.41, 0.15, 3.86)
H (0.84, 3.81, -2.26)
H (4.47, 4.42, -0.33)
H (-0.04, 5.34, -2.16)
H (-3.85, -1.31, -0.75)
H (-0.18, 2.92, 1.60)
H (0.07, -7.16, 4.82)
H (-1.91, 4.40, 0.17)
H (-1.91, 4.37, -3.58)
H (0.20, 2.06, 3.11)
H (-4.38, -0.43, -3.04)
H (-5.51, -0.97, -0.21)
H (2.28, -0.36, -4.02)
H (3.12, -3.75, -6.50)
H (6.32, 3.35, 0.97)
H (-0.51, -5.43, 0.46)
H (-4.13, -0.31, 0.67)
H (1.94, -1.59, -6.11)

---

[5]
The following is a DFT calculation (ωB97M-V/def2-TZVPD) of a molecular structure, C32H43B2F4I2N6O5SScSi2Te.

The gap between HOMO and LUMO comes out at 0.243 Ha. Its charge is +2. The HOMO energy is -12.7 eV. Its largest force on an atom is 0.5 eV Å⁻¹. The value obtained for the total energy is -5000.3292 Eh.

Atoms and positions in Å:
I (1.58, -4.26, -1.10)
I (-0.65, -4.63, -6.56)
Te (0.45, -0.98, 1.42)
Sc (-0.35, 0.68, -1.34)
S (-5.10, 1.20, -1.58)
Si (2.59, -1.12, 4.16)
Si (-2.18, -2.98, 2.32)
F (-0.03, 4.74, -1.21)
F (2.17, -1.56, 0.93)
F (4.53, -1.35, -0.90)
F (-2.34, 4.43, -1.38)
O (2.91, -0.37, -2.17)
O (0.06, -1.28, -1.32)
O (-1.11, 2.90, -0.16)
O (-0.92, 3.12, -2.66)
O (3.51, 0.46, 0.09)
N (-0.89, -0.09, -3.45)
N (0.21, 2.36, -2.60)
N (2.27, 1.06, 0.23)
N (-2.66, 0.69, -0.94)
N (0.09, 2.29, 0.11)
N (1.94, 0.61, -2.37)
C (1.09, 2.44, -3.51)
C (-3.31, 1.06, 0.24)
C (1.08, 3.40, -4.64)
C (-4.66, 1.37, 0.08)
C (4.00, -0.15, 3.42)
C (-0.01, -2.03, -2.43)
C (0.97, -0.42, 3.35)
C (0.97, 2.88, 0.82)
C (3.49, 2.83, 1.45)
C (-0.32, -2.84, 1.87)
C (-0.78, -2.12, -4.79)
C (-2.50, -1.92, 3.82)
C (-1.34, -1.40, -5.86)
C (-5.46, 1.77, 1.15)
C (-3.52, 1.55, 2.57)
C (-3.13, -2.46, 0.80)
C (2.29, 2.17, 0.85)
C (-4.88, 1.85, 2.40)
C (0.47, -3.31, -2.57)
C (-2.43, -4.78, 2.71)
C (0.26, -4.03, -3.78)
C (2.36, -0.76, 5.97)
C (3.38, 1.43, -4.21)
C (-0.59, -1.42, -3.58)
C (-2.74, 1.16, 1.51)
C (-1.64, -0.07, -5.72)
C (2.79, -2.95, 3.85)
C (0.78, 4.18, 1.51)
C (-1.38, 0.55, -4.50)
C (-3.51, 0.72, -1.93)
C (-0.36, -3.48, -4.85)
C (2.19, 1.43, -3.33)
B (3.60, -0.42, -0.98)
B (-1.10, 3.88, -1.35)
H (4.18, 0.82, -3.82)
H (4.94, -0.46, 3.87)
H (-4.16, -2.17, 1.05)
H (4.35, 2.17, 1.44)
H (-0.15, -3.42, 0.96)
H (-1.53, -1.91, -6.80)
H (-2.15, -5.42, 1.86)
H (4.08, -0.31, 2.34)
H (-6.50, 2.01, 1.00)
H (1.05, 0.67, 3.36)
H (-2.20, -0.88, 3.70)
H (-3.09, 1.65, 3.56)
H (3.26, -1.03, 6.52)
H (1.54, -1.35, 6.39)
H (1.05, 2.86, -5.59)
H (-0.27, 4.46, 1.51)
H (1.15, 4.13, 2.53)
H (-2.05, 0.51, -6.54)
H (3.75, -3.24, 4.27)
H (1.99, 4.01, -4.64)
H (2.16, 0.29, 6.16)
H (-2.67, -1.62, 0.27)
H (-1.86, -5.10, 3.58)
H (-3.57, -1.91, 4.07)
H (-3.49, -4.98, 2.92)
H (-5.47, 2.17, 3.24)
H (-1.68, 0.98, 1.66)
H (3.73, 3.73, 0.88)
H (0.22, 4.06, -4.57)
H (2.03, -3.55, 4.35)
H (-1.98, -2.33, 4.69)
H (2.81, -3.21, 2.79)
H (-1.58, 1.61, -4.36)
H (3.28, 3.15, 2.47)
H (0.33, -3.23, 2.66)
H (-3.25, 0.44, -2.94)
H (-3.18, -3.30, 0.10)
H (1.33, 4.97, 0.99)
H (3.10, 1.04, -5.19)
H (3.74, 2.45, -4.37)
H (3.89, 0.93, 3.60)
H (0.63, -5.05, -3.83)
H (0.11, -0.70, 3.96)